DFT (ωB97M-V with the def2-TZVPD basis set) results for 12 unconnected molecules or ions with the total composition C6H37NO12.

For the LUMO energy, the calculation gives 0.144 eV. As for the total energy: -1208.2333 Eh. The value obtained for the energy relative to the best compared isomer or geometry (same formula, charge and spin) is 164.62 kcal/mol.

The geometry in ORCA input format:
```
! wB97M-V def2-TZVPD RIJCOSX def2/J DEFGRID3
* xyz 0 1
C -0.354 2.565 -0.536
C -0.091 2.787 -1.979
O 0.627 1.770 -2.552
N 0.043 1.326 0.180
C -1.194 0.486 0.504
C -2.266 1.029 1.333
C -3.313 0.021 1.590
C -1.482 1.205 2.792
H -1.442 2.761 -0.408
H 0.127 3.463 -0.021
H 0.194 3.837 -2.225
H -1.144 2.839 -2.622
H 1.352 1.502 -2.049
H 0.681 0.843 -0.306
H -0.795 -0.431 0.832
H -1.734 0.150 -0.495
H -2.722 2.020 1.016
H -2.932 -0.989 1.959
H -3.765 -0.428 0.809
H -3.771 0.421 2.513
H -0.644 1.799 2.422
H -0.978 0.309 3.029
H -2.023 1.675 3.578
H 2.368 2.587 3.046
H 1.405 2.827 1.799
O 1.823 3.265 2.577
H 0.257 -3.815 0.364
H -0.078 -2.724 1.268
O 0.127 -2.888 0.264
H -2.513 -1.986 -2.534
H -1.871 -0.631 -2.587
O -2.726 -1.069 -2.384
H 0.403 -1.952 3.238
H -1.148 -2.152 3.027
O -0.263 -2.438 2.743
H 1.744 -0.738 -3.616
H 2.367 -2.192 -3.098
O 2.628 -1.361 -3.565
H 0.106 0.132 -3.351
H -0.057 -1.030 -4.396
O 0.178 -0.810 -3.397
H 3.472 1.217 1.674
H 1.948 0.869 1.286
O 2.720 0.707 1.897
H 3.302 -0.882 -0.736
H 3.124 -0.160 -1.940
O 2.745 -0.194 -1.028
H -0.410 -2.511 -2.811
H -0.967 -3.085 -1.528
O -1.213 -2.933 -2.520
H 1.192 -2.303 -1.927
H 2.080 -3.038 -1.017
O 1.848 -2.940 -1.976
H 0.755 0.610 4.711
H 1.241 0.542 3.240
O 1.041 0.114 3.912
*
```



DFT (ωB97M-V with the def2-TZVPD basis set) results for a molecular structure, C2HO2S2.

For the LUMO energy (alpha / beta), the calculation gives 3.497 / 2.847 eV. As for the total energy: -1023.6090 Eh. The value obtained for the energy relative to the best compared isomer or geometry (same formula, charge and spin) is 22.08 kcal/mol.

The geometry in ORCA input format:
```
! wB97M-V def2-TZVPD RIJCOSX def2/J DEFGRID3
* xyz -1 3
C 1.865 -0.051 0.476
C -0.896 -0.693 -0.718
O 2.278 -0.788 -0.321
O 1.894 0.456 1.530
S -0.049 0.704 -0.468
S -2.501 -0.420 -0.477
H -2.591 0.793 -0.021
*
```



DFT (ωB97M-V with the def2-TZVPD basis set) results for C8H14ClN5 in the gas phase.

For the LUMO energy, the calculation gives 0.703 eV. As for the total energy: -1047.0671 Eh. The value obtained for the energy relative to the best compared isomer or geometry (same formula, charge and spin) is 25.27 kcal/mol.

The geometry in ORCA input format:
```
! wB97M-V def2-TZVPD RIJCOSX def2/J DEFGRID3
* xyz 0 1
C 0.839 -1.703 -3.648
C -0.527 0.094 -3.909
C -0.212 -0.845 -1.867
C -0.572 2.884 0.625
C -0.694 -1.821 1.542
C 1.692 -1.214 0.803
C -0.475 1.842 -0.507
C 0.329 -1.705 0.418
N 0.124 -0.857 -4.553
N 0.733 -1.674 -2.372
N -0.797 0.058 -2.585
N -0.327 -0.776 -0.535
N -0.991 0.652 0.168
Cl -2.610 0.647 -0.007
H 1.470 -2.439 -4.277
H -0.924 0.908 -4.476
H -1.581 2.673 1.136
H 0.281 2.598 1.323
H -0.421 3.910 0.215
H -0.935 -0.861 2.118
H -1.589 -2.325 1.177
H -0.176 -2.541 2.227
H 1.764 -0.381 1.388
H 2.302 -1.141 -0.148
H 2.169 -1.943 1.374
H -0.966 2.023 -1.420
H 0.536 1.672 -0.746
H 0.536 -2.533 -0.141
*
```



DFT (ωB97M-V with the def2-TZVPD basis set) results for a molecular structure, C6H7Cl2N.

For the LUMO energy, the calculation gives 0.095 eV. As for the total energy: -1207.8537 Eh. The value obtained for the energy relative to the best compared isomer or geometry (same formula, charge and spin) is 61.77 kcal/mol.

The geometry in ORCA input format:
```
! wB97M-V def2-TZVPD RIJCOSX def2/J DEFGRID3
* xyz 0 1
C -0.052 -0.982 1.431
C -0.795 -2.029 1.084
C -1.105 -1.631 -1.186
C -0.589 -0.267 -1.172
C 0.487 0.000 -0.258
C 0.787 1.395 0.066
N -1.247 -2.405 -0.206
Cl -1.986 0.758 -0.827
Cl 2.005 -0.742 -0.877
H 0.406 -0.607 2.375
H -1.238 -2.624 1.938
H -1.482 -1.862 -2.227
H -0.179 -0.142 -2.230
H 0.591 2.081 -0.786
H 1.782 1.525 0.484
H 0.089 1.593 0.781
*
```



DFT (ωB97M-V with the def2-TZVPD basis set) results for C7H13N in the gas phase.

For the LUMO energy, the calculation gives 1.061 eV. As for the total energy: -329.2140 Eh. The value obtained for the energy relative to the best compared isomer or geometry (same formula, charge and spin) is 36.08 kcal/mol.

The geometry in ORCA input format:
```
! wB97M-V def2-TZVPD RIJCOSX def2/J DEFGRID3
* xyz 0 1
C -1.257 2.178 0.190
C -0.713 1.027 1.071
N 2.145 0.803 2.024
C 1.651 0.201 0.825
C 0.373 0.212 0.424
C 0.074 -0.420 -0.897
C 0.122 -1.737 -1.071
C -0.590 -2.524 -2.150
H -1.066 1.923 -0.851
H -0.668 3.059 0.420
H -2.330 2.323 0.255
H -1.506 0.381 1.443
H -0.320 1.467 1.974
H 2.382 0.137 2.741
H 1.547 1.539 2.370
H 2.445 -0.359 0.365
H -0.183 0.258 -1.704
H 0.401 -2.334 -0.205
H -0.175 -2.384 -3.149
H -1.625 -2.176 -2.194
H -0.706 -3.572 -1.883
*
```



DFT (ωB97M-V with the def2-TZVPD basis set) results for a molecular structure, C9H16ClIN2O2PTc.

For the LUMO energy (alpha / beta), the calculation gives -15.443 / -14.792 eV. As for the total energy: -1791.3646 Eh. The value obtained for the energy relative to the best compared isomer or geometry (same formula, charge and spin) is 31.32 kcal/mol.

The geometry in ORCA input format:
```
! wB97M-V def2-TZVPD RIJCOSX def2/J DEFGRID3
* xyz 3 4
C 4.638 -1.231 -0.064
C 3.496 -0.664 -0.834
H 5.527 -1.075 -0.700
H 4.521 -2.299 0.124
H 4.792 -0.752 0.919
O 3.475 -0.146 -1.925
I 2.198 1.584 1.249
Tc 1.132 -0.523 -0.024
P 0.476 -2.114 -1.550
C -0.443 -1.535 -3.010
C 1.860 -2.994 -2.325
H -0.282 -3.606 0.177
H -0.325 -4.419 -1.407
H -1.601 -3.219 -1.001
C -0.542 -3.482 -0.880
H 2.588 -3.302 -1.564
H 1.458 -3.894 -2.803
H -0.480 -2.346 -3.744
H 0.069 -0.668 -3.442
H 2.358 -2.355 -3.064
H -1.471 -1.263 -2.751
C 0.325 0.826 -1.109
O -0.248 1.606 -1.782
Cl 1.881 -2.394 1.334
N -1.917 0.198 0.487
C -2.881 0.194 1.432
C -2.352 -0.437 2.547
C -1.039 -0.809 2.208
N -0.773 -0.402 0.944
H -2.070 0.558 -0.462
H -3.854 0.637 1.270
H -2.823 -0.647 3.495
H -0.276 -1.318 2.781
*
```



DFT (ωB97M-V with the def2-TZVPD basis set) results for a molecular structure, C15H20MgO2S5.

For the LUMO energy, the calculation gives -0.048 eV. As for the total energy: -2925.1986 Eh.

The geometry in ORCA input format:
```
! wB97M-V def2-TZVPD RIJCOSX def2/J DEFGRID3
* xyz 0 1
Mg -0.267 -0.464 0.160
C -0.874 1.337 3.319
C -0.904 2.359 2.185
S -1.895 1.690 0.833
C -1.836 3.020 -0.372
C -0.458 3.572 -0.701
S 0.715 2.294 -1.207
C 2.170 2.936 -0.350
C 3.191 1.841 -0.124
S 2.562 0.438 0.801
C 2.432 1.163 2.449
C 1.680 0.209 3.381
S -0.018 -0.219 2.939
H -1.888 1.045 3.587
H -0.416 1.778 4.206
H 0.101 2.559 1.817
H -1.352 3.292 2.531
H -2.482 3.829 -0.036
H -2.296 2.580 -1.257
H -0.032 4.085 0.159
H -0.550 4.299 -1.503
H 1.840 3.355 0.601
H 2.610 3.737 -0.939
H 4.069 2.249 0.380
H 3.527 1.414 -1.069
H 1.951 2.143 2.404
H 3.446 1.301 2.824
H 1.668 0.613 4.393
H 2.189 -0.755 3.416
O -1.916 -1.448 0.963
C -1.767 -2.001 -0.182
O -1.493 -1.277 -1.210
C -1.481 -3.474 -0.248
C -2.423 -4.483 -0.370
C -2.023 -5.813 -0.383
C -0.673 -6.114 -0.242
C 0.270 -5.098 -0.109
C -0.104 -3.748 -0.106
S 1.127 -2.470 0.138
H -3.474 -4.228 -0.470
H -2.756 -6.605 -0.493
H -0.349 -7.151 -0.243
H 1.319 -5.341 0.003
*
```



DFT (ωB97M-V with the def2-TZVPD basis set) results for C3H7NO in the gas phase.

For the LUMO energy, the calculation gives 0.991 eV. As for the total energy: -248.4666 Eh. The value obtained for the energy relative to the best compared isomer or geometry (same formula, charge and spin) is 37.56 kcal/mol.

The geometry in ORCA input format:
```
! wB97M-V def2-TZVPD RIJCOSX def2/J DEFGRID3
* xyz 0 1
C -1.322 1.120 0.623
O -0.476 0.085 1.103
C 0.245 -0.599 0.171
C 1.509 -0.945 0.424
N -0.450 -0.860 -1.019
H -0.808 1.751 -0.109
H -2.237 0.724 0.166
H -1.591 1.714 1.499
H 0.103 -1.400 -1.672
H 2.055 -1.599 -0.248
H 2.005 -0.580 1.314
H -1.345 -1.310 -0.859
*
```



DFT (ωB97M-V with the def2-TZVPD basis set) results for 2 unconnected molecules or ions with the total composition C3H3FN2O.

For the LUMO energy, the calculation gives -0.609 eV. As for the total energy: -400.5904 Eh. The value obtained for the energy relative to the best compared isomer or geometry (same formula, charge and spin) is 98.45 kcal/mol.

The geometry in ORCA input format:
```
! wB97M-V def2-TZVPD RIJCOSX def2/J DEFGRID3
* xyz 0 1
C -0.664 -0.118 -0.456
C -0.485 1.351 -0.565
C 0.428 -0.510 0.308
H -1.730 -1.636 0.354
H -1.144 2.004 -1.180
H 2.174 0.749 0.796
N 0.564 1.770 0.053
N 1.089 0.650 0.566
O -1.697 -0.915 -0.868
F 0.782 -1.676 0.769
*
```



DFT (ωB97M-V with the def2-TZVPD basis set) results for a molecular structure, C6H7CoNO6.

For the LUMO energy (alpha / beta), the calculation gives -8.578 / -11.854 eV. As for the total energy: -2120.9265 Eh. The value obtained for the energy relative to the best compared isomer or geometry (same formula, charge and spin) is 46.88 kcal/mol.

The geometry in ORCA input format:
```
! wB97M-V def2-TZVPD RIJCOSX def2/J DEFGRID3
* xyz 2 4
Co 0.050 -0.007 -0.400
O 0.005 2.820 0.157
C 0.069 1.702 -0.157
C 0.072 -1.719 -0.133
O 0.012 -2.826 0.157
C 1.746 -0.007 -0.035
O 2.894 0.015 0.068
C -1.688 -0.011 -0.074
O -2.828 -0.004 0.090
H 0.046 0.405 -2.029
H 0.047 -0.411 -2.028
N 0.076 0.806 5.023
C -0.706 -0.227 4.334
C -0.094 -0.168 2.952
O 1.147 -0.282 2.978
O -0.926 0.117 2.047
H 1.060 0.511 4.980
H -0.233 0.976 5.976
H -0.031 1.663 4.475
H -0.522 -1.175 4.827
H -1.754 0.036 4.327
*
```



DFT (ωB97M-V with the def2-TZVPD basis set) results for a molecular structure, C36H34Br2F3N6O7PS2SeSiTi.

For the LUMO energy, the calculation gives -0.552 eV. As for the total energy: -12373.6001 Eh. The value obtained for the energy relative to the best compared isomer or geometry (same formula, charge and spin) is 20.50 kcal/mol.

The geometry in ORCA input format:
```
! wB97M-V def2-TZVPD RIJCOSX def2/J DEFGRID3
* xyz 0 1
Ti -0.126 1.114 -0.323
Br 4.227 2.926 -1.948
C 3.085 3.705 -0.660
C 3.380 4.981 -0.140
C 2.547 5.572 0.763
Br 2.992 7.279 1.447
C 1.342 4.938 1.167
C 0.373 5.465 2.052
C -0.776 4.768 2.286
C -0.991 3.538 1.635
N -0.092 3.015 0.843
C 1.071 3.681 0.614
C 1.974 3.011 -0.261
O 1.638 1.805 -0.674
H 4.277 5.487 -0.467
H 0.548 6.424 2.522
H -1.538 5.154 2.947
H -1.908 2.977 1.767
Se -4.823 0.137 -0.828
C -3.239 0.795 -0.394
N -2.176 1.172 -0.085
F -1.051 5.712 -0.664
C -0.706 5.458 -1.930
F 0.633 5.454 -2.004
F -1.164 6.441 -2.700
S -1.383 3.839 -2.476
O -2.792 3.939 -2.306
O -0.884 3.782 -3.856
O -0.671 2.901 -1.612
O -0.249 -0.763 -0.293
Si 0.258 -2.282 0.089
C 1.192 -2.799 -1.469
C 2.084 -1.869 -2.019
C 2.735 -2.117 -3.219
C 2.504 -3.305 -3.905
C 1.634 -4.245 -3.372
C 0.991 -3.992 -2.165
C 1.341 -2.519 1.582
C 2.733 -2.429 1.506
C 3.519 -2.560 2.637
C 2.924 -2.793 3.871
C 1.547 -2.922 3.962
C 0.763 -2.795 2.823
C -1.273 -3.345 0.314
C -1.189 -4.740 0.386
C -2.323 -5.518 0.569
C -3.569 -4.915 0.692
C -3.673 -3.532 0.653
C -2.531 -2.760 0.478
H 2.255 -0.923 -1.517
H 3.430 -1.386 -3.618
H 3.009 -3.501 -4.843
H 1.455 -5.176 -3.895
H 0.304 -4.737 -1.780
H 3.210 -2.240 0.551
H 4.595 -2.472 2.562
H 3.536 -2.883 4.760
H 1.081 -3.118 4.920
H -0.313 -2.899 2.905
H -0.223 -5.230 0.322
H -2.235 -6.596 0.623
H -4.454 -5.524 0.832
H -4.633 -3.043 0.764
H -2.616 -1.679 0.498
C -0.352 -0.009 6.606
C -0.741 -0.144 5.164
C -1.969 -0.685 4.786
C -2.225 -0.746 3.433
N -1.355 -0.338 2.515
C -0.209 0.176 2.969
S 1.022 0.688 1.836
N 0.126 0.297 4.261
H -0.661 -0.883 7.180
H -0.841 0.864 7.044
H 0.724 0.125 6.687
H -2.684 -1.037 5.517
H -3.160 -1.153 3.057
N 1.033 2.005 -4.319
C 0.253 0.864 -4.890
P -0.851 0.337 -3.513
O -2.207 0.908 -3.595
O 0.085 0.592 -2.344
C -1.118 -1.474 -3.553
N -2.030 -1.625 -2.376
H 0.349 2.813 -4.133
H 1.801 2.304 -4.912
H 1.383 1.727 -3.390
H 0.941 0.074 -5.191
H -0.327 1.216 -5.740
H -0.223 -2.066 -3.378
H -1.634 -1.798 -4.455
H -2.865 -1.022 -2.472
H -1.523 -1.289 -1.524
H -2.328 -2.582 -2.192
*
```



DFT (ωB97M-V with the def2-TZVPD basis set) results for 2 unconnected molecules or ions with the total composition C2H3F2I.

For the LUMO energy, the calculation gives 0.636 eV. As for the total energy: -575.3900 Eh. The value obtained for the energy relative to the best compared isomer or geometry (same formula, charge and spin) is 22.97 kcal/mol.

The geometry in ORCA input format:
```
! wB97M-V def2-TZVPD RIJCOSX def2/J DEFGRID3
* xyz 0 1
C 0.586 0.720 -0.528
C -0.707 0.938 -0.377
F -1.141 1.666 0.656
F -1.716 0.471 -1.069
I -0.284 -2.985 1.165
H 1.228 1.321 0.038
H 0.941 0.153 -1.335
H 1.094 -2.286 1.449
*
```